Density functional theory data (ωB97M-V with the def2-TZVPD basis set) for a 2-piece molecular cluster, C3H9N3 overall.

CARTESIAN COORDINATES (ANGSTROEM)
C -1.1910 2.1925 -0.1984
C -1.4562 0.9980 1.7963
N -0.8448 1.1300 0.7068
H -2.0461 2.8237 0.0922
H -0.3194 2.8347 -0.3362
H -1.4625 1.7783 -1.1711
H -1.2668 0.0759 2.3344
H -2.1827 1.7134 2.1958
N 0.9282 -1.1980 -1.8072
C 1.4208 -1.2953 -0.5330
N 1.1887 -2.2762 0.2208
H 1.1572 -0.3610 -2.3136
H 0.8401 -2.0124 -2.3965
H 1.9210 -0.3902 -0.1779
H 1.5604 -2.1881 1.1560

Forces on atoms 1 to 6 (eV/Å):
-0.115 0.670 -0.054
0.067 -0.211 -0.184
-0.218 -0.298 -0.364
0.136 -0.097 0.335
-0.017 0.007 -0.120
0.234 -0.179 0.037

## Properties
Energy relative to the best compared isomer or geometry (same formula, charge and spin) in kJ/mol: 152.56
SMILES string: [H]/N=C/N.C=NC
Orbital gap in eV: 10.08
Highest occupied orbital energy in eV: -9.08

=====

Density functional theory data (ωB97M-V with the def2-TZVPD basis set) for a 12-piece molecular cluster, C40H82Br6N2O23 overall.

CARTESIAN COORDINATES (ANGSTROEM)
C -0.6723 6.0490 2.7934
C -0.1923 5.2888 4.1195
O -1.1570 4.2096 4.4614
C -1.3788 3.1579 3.6174
O -0.7279 2.9415 2.5970
O -2.3411 2.5691 4.0965
C -3.0245 1.4370 3.5074
H -0.3460 7.0767 2.6336
H -1.7525 6.1657 2.8798
H -0.4859 5.4163 1.9256
H -0.2917 6.0089 4.9318
H 0.8265 4.9030 4.0837
H -3.5825 0.9390 4.3003
H -2.2723 0.7287 3.1603
H -3.7999 1.6107 2.7612
C -0.4698 -1.7232 -4.9077
C -1.6590 -0.8603 -5.4336
O -1.1552 0.1942 -6.2704
C -0.9426 0.0063 -7.5507
O -0.8005 -1.0843 -8.0602
O -0.7701 1.2443 -8.0994
C -0.6890 1.3889 -9.4746
H 0.1378 -2.2382 -5.6518
H -0.7907 -2.3704 -4.0915
H 0.2122 -1.0769 -4.3553
H -2.1994 -0.3657 -4.6266
H -2.4624 -1.4686 -5.8491
H 0.1676 0.8916 -9.9294
H -0.6137 2.4414 -9.7480
H -1.5651 0.9686 -9.9684
C -4.3173 4.3082 1.6915
C -3.3546 3.6197 0.7238
O -3.9941 3.2625 -0.4883
C -4.7865 2.1436 -0.5778
O -5.0403 1.3522 0.3603
O -5.3001 2.0174 -1.8625
C -5.8218 0.8004 -2.3125
H -3.7052 4.6929 2.5072
H -5.1081 3.6847 2.1085
H -4.8321 5.2296 1.4196
H -2.7605 2.7617 1.0384
H -2.6978 4.4707 0.5439
H -5.8800 0.7234 -3.3982
H -6.8432 0.5825 -2.0006
H -5.2104 -0.0218 -1.9407
C 2.4726 4.1240 0.1993
C 3.2438 3.5405 1.4042
O 4.4444 4.2774 1.4631
C 5.3430 4.1407 2.3817
O 5.1854 3.4791 3.4892
O 6.4079 4.8809 2.0645
C 7.6376 4.9727 2.8884
H 3.0906 4.2569 -0.6886
H 1.9530 5.0375 0.4886
H 1.8590 3.3076 -0.1815
H 3.4202 2.5131 1.0857
H 2.7024 3.5693 2.3498
H 8.1480 4.0154 2.9949
H 7.4693 5.4381 3.8595
H 8.1693 5.6365 2.2068
C -0.3410 -4.3441 -1.7414
C -0.6730 -5.8834 -1.9247
O 0.5522 -6.6334 -1.9297
C 0.6345 -7.7725 -2.5172
O -0.2690 -8.4722 -3.1104
O 1.9739 -8.0904 -2.4116
C 2.4175 -9.3892 -2.6847
H -0.2412 -4.1304 -0.6772
H -1.1298 -3.6515 -2.0348
H 0.6109 -4.1401 -2.2317
H -1.1760 -5.9295 -2.8906
H -1.4041 -6.2085 -1.1844
H 3.4942 -9.5367 -2.6004
H 2.1224 -9.6648 -3.6972
H 2.0729 -10.1284 -1.9616
C 2.7522 0.4213 4.7587
C 2.2476 0.3986 6.2517
O 3.1438 0.9194 7.1739
C 4.1300 0.1233 7.7026
O 4.1994 -1.1239 7.7278
O 5.0437 0.9749 8.2047
C 6.2166 0.4423 8.9050
H 3.1263 1.4012 4.4620
H 1.9980 0.0392 4.0708
H 3.5627 -0.3067 4.7263
H 1.8399 -0.5907 6.4596
H 1.2995 0.9360 6.2284
H 6.0475 -0.5229 9.3826
H 6.6514 1.1839 9.5751
H 7.0281 0.2703 8.1979
C -6.6546 -2.6533 -5.6234
C -7.0223 -2.9233 -4.1828
O -5.9285 -2.8930 -3.3247
C -6.0781 -2.7186 -2.0282
O -7.0920 -2.3429 -1.4984
O -4.8119 -2.5564 -1.5348
C -4.5176 -2.0730 -0.1863
H -7.5173 -2.6793 -6.2891
H -5.9359 -3.4268 -5.8940
H -6.1169 -1.7076 -5.6908
H -7.5548 -3.8716 -4.1103
H -7.7344 -2.1507 -3.8927
H -4.7818 -2.7846 0.5960
H -5.1098 -1.1829 0.0258
H -3.4801 -1.8349 0.0482
C 4.2334 -0.9478 -3.4395
O 3.0245 -1.1149 -3.6462
N 4.8202 0.0644 -2.7885
C 6.2481 -0.0602 -2.2861
C 3.9459 0.9682 -2.0492
H 4.9756 -1.6337 -3.8763
H 7.0717 0.1657 -2.9633
H 6.5407 -1.0355 -1.8969
H 6.4028 0.5183 -1.3754
H 3.7089 0.5113 -1.0884
H 4.3773 1.9604 -1.9165
H 3.0084 1.1950 -2.5568
C -0.5749 -2.3366 3.2451
O -0.7485 -2.6389 2.0541
N -1.4723 -2.3688 4.2531
C -2.8525 -2.7163 3.9123
C -1.2301 -1.7859 5.5739
H 0.4013 -1.9750 3.6037
H -3.0842 -3.6743 4.3776
H -3.0168 -2.5356 2.8500
H -3.4356 -1.9846 4.4715
H -1.0641 -2.6442 6.2250
H -0.3672 -1.1351 5.4331
H -2.1057 -1.2046 5.8628
Br 0.2252 3.4024 -2.2356
C -0.7366 2.7410 -3.8688
C -2.0569 3.4733 -3.9217
Br -3.0433 2.7727 -5.4732
H -0.8782 1.6646 -3.7712
H -0.1380 2.9039 -4.7650
H -1.9437 4.5552 -3.9910
H -2.6546 3.0891 -3.0951
Br 2.0547 -4.0538 1.5311
C 3.4539 -2.8543 2.1194
C 3.8724 -2.0041 0.8661
Br 5.1302 -0.5894 1.5764
H 4.2734 -3.5157 2.4008
H 3.1409 -2.2407 2.9641
H 3.0203 -1.5183 0.3906
H 4.5135 -2.5866 0.2045
Br 1.5225 0.4948 1.3173
C 0.4349 -0.2796 -0.1431
C -0.8576 0.5495 -0.1800
Br -1.9738 -0.1440 -1.7472
H 0.3225 -1.3308 0.1221
H 0.9712 -0.2743 -1.0920
H -0.7532 1.6312 -0.2648
H -1.3978 0.4634 0.7629

Forces on atoms 1 to 6 (eV/Å):
-0.173 -1.249 0.992
-1.383 0.477 -1.426
1.047 0.884 -0.368
5.015 3.712 -2.670
-0.862 -0.122 1.049
-5.532 -3.353 1.872

## Properties
SMILES string: CCOC(=O)OC.CCOC(=O)OC.CCOC(=O)OC.CCOC(=O)OC.CCOC(=O)OC.CCOC(=O)OC.CCOC(=O)OC.CN(C)C=O.CN(C)C=O.BrCCBr.BrCCBr.BrCCBr
Orbital gap in eV: 9.97
Highest occupied orbital energy in eV: -9.58

=====

Density functional theory data (ωB97M-V with the def2-TZVPD basis set) for C19H22ClGaN2O2Y as an isolated structure.

CARTESIAN COORDINATES (ANGSTROEM)
Ga 0.0101 -0.7962 -2.2996
Cl -0.9325 1.7642 -3.5488
C -1.9061 -1.2806 -2.2187
H -2.0224 -1.9976 -1.3914
H -2.2786 -1.6940 -3.1603
H -2.5652 -0.4119 -2.0079
Y 0.1951 0.4345 -5.2921
C -1.3712 0.8135 -6.9256
C 2.0116 1.5201 -6.1757
C 0.5822 -1.5144 -3.9614
H 2.9789 1.4757 -5.6516
H 2.2112 1.2055 -7.2146
H 1.6872 2.5828 -6.2091
H -2.3784 0.4443 -6.6850
H -1.4342 1.9211 -6.8822
H -1.1332 0.5187 -7.9544
H -0.2317 -2.1822 -4.3615
H 1.5348 -2.0639 -4.0764
O 0.6341 2.3027 -0.7078
C 0.4183 1.3274 -0.0219
N 0.1487 1.3320 1.3624
C 0.1658 0.0204 1.9593
C 0.1988 -0.8473 0.6722
O -0.0036 -2.0615 0.5912
N 0.3817 -0.0359 -0.4123
C 1.4146 -0.0808 2.8750
C 2.4004 -1.0322 2.6248
C 3.5842 -1.0482 3.3874
C 3.7545 -0.1036 4.4085
C 2.7473 0.8364 4.6960
C 1.5621 0.8146 3.9395
C -1.1270 -0.2315 2.7333
C -1.1468 -0.8589 3.9884
C -2.3426 -0.9277 4.7135
C -3.5180 -0.3899 4.1749
C -3.5083 0.1743 2.8883
C -2.3125 0.2397 2.1693
H 0.3349 2.1931 1.8772
H 2.2323 -1.7574 1.8278
H 4.3592 -1.7906 3.1491
H 4.6949 -0.0821 4.9671
H 2.8788 1.5795 5.4883
H 0.7590 1.5082 4.2026
H -0.2080 -1.2573 4.3825
H -2.3223 -1.3953 5.7058
H -4.4389 -0.4315 4.7548
H -4.4232 0.5698 2.4432
H -2.2760 0.6943 1.1757

Forces on atoms 1 to 6 (eV/Å):
-1.482 -0.276 0.754
-0.161 0.303 0.874
-0.851 0.761 0.841
-0.178 0.008 -0.318
0.261 -0.182 0.114
0.356 -0.397 0.077

## Properties
Orbital gap in eV: 7.24
Net charge: -1
Highest occupied orbital energy in eV: -4.78

=====

Density functional theory data (ωB97M-V with the def2-TZVPD basis set) for a 9-piece molecular cluster, C31H86N6O11 overall.

CARTESIAN COORDINATES (ANGSTROEM)
C -1.9717 2.9553 -1.3771
O -1.4068 1.8639 -2.1241
C -2.2974 0.8705 -2.5092
C -1.5219 -0.0829 -3.4483
N -2.2651 -1.3305 -3.6295
C -3.3840 -1.2450 -4.5665
C -4.0167 -2.6033 -4.8232
O -5.2329 -2.3702 -5.4545
C -5.7888 -3.5422 -5.9729
H -2.7222 3.5119 -1.9384
H -1.2423 3.6852 -1.0261
H -2.3886 2.4425 -0.5104
H -3.1554 1.2549 -3.0608
H -2.6460 0.3975 -1.5911
H -0.5381 -0.1844 -2.9900
H -1.4204 0.4741 -4.3797
H -1.6244 -2.0642 -3.8965
H -3.1786 -0.7831 -5.5321
H -4.1381 -0.5604 -4.1782
H -4.2803 -3.1311 -3.9067
H -3.2838 -3.1010 -5.4582
H -5.9340 -4.2968 -5.1999
H -5.3423 -3.8674 -6.9126
H -6.8290 -3.2697 -6.1519
C -5.9355 -5.3434 -1.0982
O -5.2393 -4.0837 -0.9689
C -3.8803 -4.2200 -1.2244
C -3.1447 -2.9637 -0.8610
N -3.1059 -2.7466 0.5927
C -2.6319 -1.3906 0.8142
C -2.4705 -1.1364 2.2999
O -3.7305 -0.9697 2.9526
C -3.7326 -1.4004 4.3374
H -5.6124 -5.9437 -1.9487
H -7.0157 -5.2046 -1.1434
H -5.7685 -5.9634 -0.2174
H -3.7349 -4.4861 -2.2713
H -3.4866 -5.0745 -0.6739
H -3.6031 -2.1253 -1.3855
H -2.1244 -3.0558 -1.2332
H -4.0981 -2.7876 0.7771
H -3.4150 -0.7438 0.4186
H -1.6642 -1.2053 0.3481
H -1.8382 -0.2597 2.4401
H -1.9203 -1.9744 2.7279
H -3.6913 -2.4871 4.4121
H -4.6107 -1.0723 4.8936
H -2.8184 -1.0173 4.7909
C 4.1183 4.6546 -1.7537
O 3.4748 3.8727 -0.7614
H 3.3110 5.1482 -2.2948
H 4.7474 5.3839 -1.2433
H 4.7736 4.0710 -2.4004
H 3.2480 4.4672 -0.0427
C 4.1096 1.7526 3.0446
O 4.8537 0.5428 3.3748
H 4.5673 2.2778 2.2063
H 3.0623 1.5735 2.8014
H 4.2273 2.3716 3.9340
H 4.2484 -0.1282 3.6988
C 0.8900 1.2892 0.1798
O 0.1809 0.2452 -0.5064
H 1.5823 1.7857 -0.5001
H 0.2346 2.0638 0.5782
H 1.4157 0.9201 1.0604
H -0.3978 0.6572 -1.1521
C 1.0095 5.0081 0.7683
C 1.8900 5.6995 1.8413
C 1.8182 5.0691 3.2424
O 0.7258 5.6185 3.9410
C 0.4948 4.9585 5.2022
N 3.2125 5.8616 1.2401
H 1.2270 3.9489 0.6304
H 0.9786 5.4955 -0.2062
H 0.0062 5.0865 1.1870
H 1.6191 6.7553 1.8366
H 2.7264 5.2290 3.8236
H 1.6627 4.0066 3.0552
H -0.3041 5.4553 5.7527
H 1.2841 5.0017 5.9527
H 0.1626 3.9413 4.9946
H 3.2425 6.5999 0.5516
H 3.9036 6.1999 1.8943
C 1.2517 -1.6742 2.9843
C 1.4440 -0.8355 4.2667
C 0.4033 -1.0287 5.3713
O -0.5615 0.0018 5.4961
C -0.0099 1.1692 6.1270
N 2.7884 -1.0013 4.7235
H 2.1142 -1.5369 2.3321
H 0.4321 -1.3261 2.3557
H 1.1138 -2.7482 3.1093
H 1.4357 0.2139 3.9720
H 0.9061 -1.2073 6.3217
H -0.1483 -1.9664 5.3042
H 0.2232 0.7772 7.1171
H -0.6608 2.0301 6.2793
H 0.9719 1.4135 5.7214
H 2.8242 -1.9094 5.1640
H 2.9934 -0.4604 5.5514
C 2.5466 -0.4187 -3.1796
C 3.0855 0.9657 -3.4179
C 1.9377 2.0128 -3.4638
O 1.1107 1.8064 -4.6388
C 0.1988 2.9035 -4.9928
N 3.9498 1.2664 -2.2561
H 3.2237 -1.2548 -3.3541
H 1.6808 -0.6316 -3.8067
H 2.1347 -0.6266 -2.1921
H 3.7505 1.0703 -4.2752
H 2.3775 3.0039 -3.3518
H 1.2916 1.9439 -2.5886
H -0.5367 3.0705 -4.2058
H -0.2457 2.7006 -5.9671
H 0.8035 3.8103 -5.0044
H 3.5524 1.1396 -1.3362
H 3.9357 2.2757 -2.2217
C 2.0170 -5.6908 -1.0781
C 1.3828 -4.7208 -0.1282
C 1.9316 -3.1879 -0.1673
O 3.2187 -3.0707 0.4217
C 3.9520 -1.8341 0.1965
N -0.0217 -4.7941 -0.3205
H 1.8573 -5.4037 -2.1174
H 1.6891 -6.7098 -0.8729
H 3.1020 -5.7472 -0.9904
H 1.4869 -5.1090 0.8850
H 1.1844 -2.5642 0.3234
H 1.9410 -2.9744 -1.2362
H 4.8664 -1.7651 0.7858
H 3.2582 -0.9974 0.2781
H 4.2570 -1.9310 -0.8455
H -0.5903 -4.0911 0.1297
H -0.2764 -4.6102 -1.2804

Forces on atoms 1 to 6 (eV/Å):
-0.227 -1.206 0.217
1.270 2.131 -0.377
-0.375 -0.755 -0.318
-1.112 0.655 0.620
0.337 0.141 -0.138
-0.351 0.397 0.652

## Properties
SMILES string: COC[C@H](C)N.COC[C@H](C)N.COC[C@H](C)N.COC[C@H](C)N.COCCNCCOC.COCCNCCOC.CO.CO.CO
Orbital gap in eV: 9.16
Highest occupied orbital energy in eV: -8.70

=====

Max |F| / eV Å⁻¹: 1.1, 6.8, 1.7, 2.5
Electronic energy / eV: -7725.9928, -513134.2663, -93079.7544, -64996.4672